Formula: C25H27FN2O3S
Source: the Open Molecules 2025 dataset
Level of theory: ωB97M-V/def2-TZVPD

The geometry in XYZ format:
```
59
C25H27FN2O3S ωB97M-V/def2-TZVPD
C 4.35894 0.48443 2.60717
C 5.06505 0.48297 1.28113
C 6.38782 0.07823 1.20935
C 7.04610 0.06980 -0.00634
C 6.41759 0.45835 -1.17240
C 5.09806 0.86417 -1.11174
C 4.41443 0.88120 0.10112
N 3.07773 1.27843 0.18644
C 2.23888 1.71668 -0.79937
O 2.55813 1.87582 -1.96048
C 0.85547 2.00306 -0.32273
C 0.12095 2.96518 -1.01257
C -1.18305 3.24606 -0.66547
C -1.79332 2.55342 0.37983
C -1.05847 1.59983 1.08354
C 0.24712 1.32746 0.73350
H 0.77317 0.55384 1.27466
H -1.53027 1.08951 1.90612
N -3.11681 2.77707 0.72150
S -4.11724 1.46371 1.10728
O -5.44745 1.94929 0.88977
O -3.77653 0.99114 2.41390
C -3.61786 0.23846 -0.10181
C -2.96861 -0.87353 0.39110
C -2.44101 -1.84021 -0.45881
C -2.61721 -1.64142 -1.82377
C -3.28776 -0.53274 -2.30971
C -3.79770 0.44412 -1.46213
C -4.48495 1.65404 -2.00868
H -3.75397 2.44048 -2.20169
H -4.97178 1.41662 -2.95203
H -5.22614 2.02326 -1.30526
H -3.41058 -0.41501 -3.37644
H -2.23197 -2.35394 -2.53439
C -1.69070 -3.02238 0.12965
C -1.19466 -3.99529 -0.94304
H -0.67332 -4.82291 -0.46702
H -0.49926 -3.50849 -1.62262
H -2.02482 -4.40573 -1.51279
C -0.47398 -2.48691 0.89830
H -0.78098 -1.83897 1.71437
H 0.16994 -1.91928 0.22909
H 0.09878 -3.31390 1.31237
C -2.61831 -3.78484 1.08503
H -3.49394 -4.14628 0.55041
H -2.95412 -3.15257 1.90162
H -2.09557 -4.63984 1.50793
H -2.88853 -0.95712 1.46253
H -3.59919 3.47797 0.18025
H -1.73884 4.00066 -1.20361
H 0.59460 3.48080 -1.83410
H 2.69573 1.26723 1.11985
H 4.58554 1.17381 -2.00650
H 6.95238 0.44321 -2.10803
F 8.33647 -0.33116 -0.04560
H 6.91584 -0.23356 2.09720
H 4.00838 1.48425 2.86629
H 3.50475 -0.19399 2.59808
H 5.03700 0.15547 3.38971
```

Properties
HOMO-LUMO gap, Ha: 0.3231
Structure (SMILES): Cc1cc(F)ccc1NC(=O)c1ccc(NS(=O)(=O)c2cc(C(C)(C)C)ccc2C)cc1

Results of the natural (NBO) charge analysis, in e, for atoms 1 through 5:
1. C -0.64
2. C -0.03
3. C -0.26
4. C 0.38
5. C -0.27